Density functional theory data (the ωB97M-V functional and the def2-TZVPD basis) for an isolated ion of composition C22H32BF4N4O3S and charge +1.

Values from the calculation:
SMILES string ... [H]/N=C/Cc1c2c(CCF)c(B(O)CC)cc(C)c2c(N)c(S(=O)(=O)C(F)(F)F)[n+]1CCCCCN
Net charge ... +1
Multiplicity ... 1
F_max ... 0.0891 Eh/bohr
DFT total energy ... -57809.2478 eV
LUMO level ... -4.10 eV

Atoms and positions in Å:
C: 5.743 -2.544 -1.038
C: 5.051 -1.570 -0.017
B: 4.543 -0.221 -0.655
O: 5.453 0.772 -1.046
C: 2.993 0.119 -0.955
C: 2.666 -0.103 -2.301
C: 1.397 0.150 -2.766
C: 1.199 -0.130 -4.253
C: 0.431 0.594 -1.827
C: -0.926 0.884 -2.245
N: -1.267 0.776 -3.614
C: -1.881 1.285 -1.337
S: -3.530 1.536 -1.994
O: -3.884 0.619 -3.046
O: -4.585 1.388 -1.023
C: -3.752 3.275 -2.641
F: -4.887 3.267 -3.318
F: -2.764 3.640 -3.471
F: -3.855 4.148 -1.643
N: -1.538 1.471 -0.004
C: -2.636 2.002 0.851
C: -3.451 0.903 1.601
C: -3.306 -0.538 1.059
C: -3.829 -1.510 2.179
C: -2.871 -2.712 2.440
N: -2.224 -2.603 3.764
C: -0.335 1.208 0.482
C: -0.191 1.351 1.979
C: 0.093 -0.051 2.562
N: -0.038 -1.072 1.825
C: 0.722 0.788 -0.427
C: 2.086 0.570 -0.003
C: 2.686 0.799 1.369
C: 3.064 -0.488 2.179
F: 2.770 -0.288 3.533
H: 6.822 -2.533 -0.841
H: 5.515 -2.295 -2.080
H: 5.419 -3.561 -0.783
H: 5.714 -1.295 0.824
H: 4.212 -2.113 0.445
H: 5.653 0.603 -1.980
H: 3.416 -0.474 -3.001
H: 0.815 0.791 -4.710
H: 2.160 -0.316 -4.750
H: 0.489 -0.938 -4.452
H: -1.783 1.584 -3.933
H: -1.756 -0.090 -3.805
H: -3.262 2.704 0.293
H: -2.231 2.675 1.617
H: -4.501 1.219 1.664
H: -3.089 0.895 2.643
H: -3.981 -0.685 0.208
H: -2.272 -0.834 0.860
H: -4.801 -1.949 1.915
H: -3.982 -0.984 3.134
H: -2.133 -2.784 1.629
H: -3.463 -3.647 2.419
H: -2.967 -2.579 4.457
H: -1.691 -3.450 3.949
H: 0.508 2.115 2.324
H: -1.113 1.565 2.530
H: 0.438 -0.174 3.595
H: 0.197 -1.913 2.352
H: 2.198 1.454 2.085
H: 3.657 1.311 1.229
H: 2.523 -1.367 1.812
H: 4.145 -0.650 2.153

***

Density functional theory data (the ωB97M-V functional and the def2-TZVPD basis) for C22H32BIrN6S as an isolated structure.

Values from the calculation:
Net charge ... +2
Multiplicity ... 1
Relative energy (zero: lowest compared OMol25 entry of this formula, charge and spin) ... 119.2 kJ/mol
F_max ... 0.0284 Eh/bohr
DFT total energy ... -46609.3601 eV
LUMO level (spin up / spin down) ... -8.62 / -8.69 eV

Atoms and positions in Å:
Ir: 0.145 -0.080 -0.102
N: 1.160 0.446 1.840
N: 0.632 1.585 2.465
C: -0.519 2.132 2.058
N: -0.988 3.184 2.704
S: -1.417 1.498 0.746
H: 1.098 -0.370 2.454
H: 2.139 0.613 1.606
H: 1.159 1.994 3.225
H: -0.526 3.583 3.508
H: -1.827 3.640 2.378
C: 0.863 -0.108 -3.909
C: -0.490 0.534 -3.764
C: -0.933 1.494 -4.665
C: -2.212 2.020 -4.576
C: -3.092 1.563 -3.606
C: -2.695 0.608 -2.681
C: -3.684 0.013 -1.710
C: -1.376 0.150 -2.757
N: -0.923 -0.762 -1.736
C: -1.087 -2.035 -1.817
C: -1.710 -2.726 -2.975
C: -0.622 -2.817 -0.628
C: -0.766 -4.292 -0.581
N: -0.095 -2.100 0.301
C: 0.388 -2.610 1.554
C: -0.528 -2.809 2.590
C: -2.001 -2.560 2.397
C: -0.026 -3.250 3.810
C: 1.332 -3.477 3.981
C: 2.218 -3.253 2.937
C: 1.764 -2.810 1.700
C: 2.717 -2.605 0.549
H: 1.435 0.372 -4.698
H: 0.767 -1.166 -4.170
H: 1.445 -0.050 -2.990
H: -0.266 1.822 -5.452
H: -2.536 2.767 -5.288
H: -4.110 1.931 -3.579
H: -4.615 0.575 -1.721
H: -3.313 -0.009 -0.686
H: -3.924 -1.018 -1.985
H: -2.052 -2.014 -3.721
H: -2.553 -3.337 -2.647
H: -0.982 -3.401 -3.433
H: -0.272 -4.741 -1.445
H: -1.822 -4.568 -0.640
H: -0.340 -4.704 0.330
H: -2.191 -1.655 1.815
H: -2.499 -2.460 3.359
H: -2.479 -3.395 1.877
H: -0.711 -3.421 4.630
H: 1.702 -3.830 4.934
H: 3.276 -3.434 3.077
H: 3.740 -2.507 0.906
H: 2.479 -1.714 -0.042
H: 2.692 -3.455 -0.136
B: 3.399 2.225 -2.448
C: 2.295 1.627 -1.590
N: 1.493 1.106 -0.916
H: 4.096 1.281 -2.756
H: 2.903 2.713 -3.435
H: 3.944 3.085 -1.803

***

Density functional theory data (the ωB97M-V functional and the def2-TZVPD basis) for C22H32BN7Pd as an isolated structure.

Values from the calculation:
Net charge ... +2
⟨S²⟩ ... 6.06
Multiplicity ... 5
F_max ... 0.0807 Eh/bohr
DFT total energy ... -37899.4901 eV
LUMO level (spin up / spin down) ... -5.27 / -9.85 eV

Atoms and positions in Å:
H: -2.767 -0.421 0.535
N: -1.259 0.794 -0.344
B: 0.003 2.642 -1.515
N: -1.339 1.949 -1.110
C: -2.641 2.274 -1.336
Pd: 0.768 -0.657 -0.229
H: -2.924 3.148 -1.924
C: -3.437 1.313 -0.690
H: -4.516 1.263 -0.665
C: -2.519 0.434 -0.072
H: -0.247 3.686 -2.086
C: 1.614 -2.322 -0.519
H: 0.962 -2.958 -1.018
H: 1.881 -2.423 0.540
H: 2.461 -1.865 -1.050
N: 0.729 1.619 -2.416
N: 0.959 2.806 -0.228
N: 1.094 0.348 -1.916
N: 1.316 1.832 0.648
C: 1.256 1.787 -3.653
C: 1.350 3.966 0.341
H: 1.183 2.766 -4.165
H: 1.086 4.945 -0.081
C: 1.860 0.618 -4.029
C: 2.140 3.671 1.471
C: 1.679 -0.273 -2.958
C: 2.096 2.301 1.631
H: 2.421 0.404 -4.954
H: 2.719 4.295 2.132
H: 1.977 -1.307 -2.855
H: 2.608 1.567 2.216
H: 1.511 0.879 0.336
C: -3.976 -5.142 1.826
C: -3.208 -4.166 0.973
C: -3.634 -3.892 -0.329
C: -2.898 -3.032 -1.157
C: -3.377 -2.755 -2.552
C: -1.724 -2.460 -0.669
C: -1.371 -2.533 0.708
C: -2.081 -3.520 1.467
N: -0.465 -1.664 1.240
C: -0.128 -1.710 2.689
C: -1.356 -1.358 3.527
C: 0.459 -3.078 3.085
C: 0.919 -0.655 3.013
H: -4.992 -4.784 2.034
H: -4.081 -6.115 1.333
H: -3.481 -5.309 2.787
H: -4.544 -4.365 -0.708
H: -3.180 -3.599 -3.228
H: -4.461 -2.586 -2.558
H: -2.886 -1.868 -2.965
H: -1.063 -1.890 -1.337
H: -1.753 -3.781 2.471
H: -2.159 -2.095 3.455
H: -1.067 -1.287 4.584
H: -1.755 -0.385 3.216
H: 0.664 -3.717 2.219
H: 1.410 -2.936 3.611
H: -0.196 -3.609 3.783
H: 1.848 -0.851 2.458
H: 0.558 0.351 2.772
H: 1.139 -0.704 4.090

***

Density functional theory data (the ωB97M-V functional and the def2-TZVPD basis) for C22H32BO3 as an isolated structure.

Values from the calculation:
Net charge ... +1
Multiplicity ... 1
Relative energy (zero: lowest compared OMol25 entry of this formula, charge and spin) ... 143.9 kJ/mol
F_max ... 0.0782 Eh/bohr
DFT total energy ... -30144.7144 eV
LUMO level ... -5.85 eV

Atoms and positions in Å:
C: 5.518 0.890 2.359
C: 4.332 0.183 1.920
C: 3.408 -0.497 2.664
C: 2.558 -1.148 1.713
C: 2.894 -0.660 0.459
B: 2.599 -0.858 -1.088
O: 2.092 -1.980 -1.707
C: 0.860 -1.382 -2.201
C: 0.609 -1.890 -3.611
C: -0.234 -1.919 -1.299
C: 1.157 0.216 -2.160
C: 0.912 0.928 -3.469
C: 0.438 1.012 -1.084
O: 2.587 0.289 -1.875
O: 4.044 0.141 0.586
H: 6.308 0.176 2.627
H: 5.883 1.583 1.595
H: 5.267 1.444 3.267
H: 3.295 -0.464 3.740
H: 1.769 -1.851 1.897
H: -0.361 -1.515 -3.964
H: 1.395 -1.553 -4.299
H: 0.579 -2.981 -3.605
H: -1.238 -1.757 -1.702
H: -0.047 -2.999 -1.206
H: -0.192 -1.509 -0.277
H: -0.151 0.870 -3.741
H: 1.181 1.977 -3.348
H: 1.502 0.493 -4.281
H: -0.640 1.069 -1.270
H: 0.609 0.596 -0.091
H: 0.860 2.023 -1.065
C: -0.617 -1.873 2.457
C: -0.519 -0.596 1.694
C: -1.697 0.094 1.294
C: -1.795 1.524 1.471
C: -1.281 2.191 2.704
C: -2.448 2.289 0.526
C: -3.223 1.687 -0.485
C: -3.837 2.462 -1.609
C: -3.489 0.320 -0.351
C: -2.848 -0.457 0.596
C: -3.450 -1.805 0.843
H: 0.017 -1.807 3.357
H: -1.621 -2.089 2.831
H: -0.346 -2.749 1.836
H: 0.390 0.007 1.783
H: -1.845 3.125 2.856
H: -1.436 1.577 3.601
H: -0.215 2.443 2.654
H: -2.349 3.386 0.566
H: -3.611 1.984 -2.573
H: -4.933 2.515 -1.527
H: -3.463 3.489 -1.633
H: -4.239 -0.153 -1.016
H: -4.548 -1.727 0.913
H: -3.272 -2.465 -0.021
H: -3.117 -2.299 1.751